C43H43I2N7OSbTi as an isolated structure. Source: OMol25; level of theory: ωB97M-V/def2-TZVPD.

XYZ file:
```
98
Properties=species:S:1:pos:R:3:lowdin_charge:R:1
Ti 0.1162 0.1317 -0.2602 1.034
I 6.2375 -0.3278 4.7096 0.786
C 4.5390 -0.5718 3.4816 -0.733
C 4.3630 -1.7467 2.7758 -0.244
C 3.2439 -1.8836 1.9742 -0.606
I 2.9342 -3.7102 0.9822 0.963
C 2.2756 -0.8653 1.8130 -0.442
O 1.2405 -0.9847 1.0318 -0.319
C 2.4885 0.2970 2.5980 -0.149
C 1.4086 1.3354 2.5316 -0.168
N 1.1668 1.7648 1.1576 -0.091
C 2.2048 2.7081 0.7095 -0.125
C 1.8054 3.5670 -0.4713 -0.267
C 2.7007 4.4722 -1.0233 -0.033
C 2.2717 5.2995 -2.0473 -0.072
C 0.9539 5.1915 -2.4743 -0.073
C 0.1348 4.2604 -1.8644 -0.115
N 0.5450 3.4691 -0.8728 0.129
C 3.5959 0.4397 3.4091 -0.120
H 5.0770 -2.5543 2.8526 0.075
H 1.6639 2.1880 3.1742 0.125
H 0.4915 0.8772 2.9064 0.074
H 0.2709 2.2527 1.1059 0.063
H 3.1198 2.1537 0.4959 0.118
H 2.4461 3.4145 1.5190 0.130
H 3.7217 4.5114 -0.6629 0.116
H 2.9484 6.0098 -2.5045 0.102
H 0.5683 5.8262 -3.2609 0.097
H -0.9023 4.1340 -2.1592 0.112
H 3.7223 1.3424 3.9949 0.097
C 5.2915 1.2778 -2.3805 -0.114
C 4.8470 0.4431 -1.3651 -0.087
C 3.5011 0.1448 -1.2379 -0.032
C 2.5490 0.6715 -2.1245 -0.271
C 3.0155 1.5188 -3.1442 -0.042
C 4.3607 1.8140 -3.2632 -0.100
N 1.2043 0.3883 -1.9399 -0.040
C 0.3436 0.2567 -3.0183 -0.254
C 0.7054 -0.1480 -4.3091 -0.037
C -0.2483 -0.2942 -5.2990 -0.108
C -1.5908 -0.0452 -5.0282 -0.112
C -1.9812 0.3238 -3.7558 -0.031
C -1.0336 0.4581 -2.7381 -0.255
N -1.3079 0.7856 -1.4256 -0.158
N -2.5265 1.3345 -1.2050 0.043
C -2.6862 1.7864 0.0233 -0.409
C -3.8692 2.5382 0.3038 -0.037
C -4.0470 3.0908 1.5348 -0.109
C -3.0652 2.8827 2.5283 -0.112
C -1.9734 2.1207 2.2015 -0.226
N -1.7488 1.5660 0.9999 0.000
H 6.3457 1.4969 -2.4942 0.090
H 5.5569 0.0171 -0.6655 0.103
H 3.1627 -0.5234 -0.4557 0.083
H 2.3000 1.9649 -3.8225 0.114
H 4.6875 2.4882 -4.0467 0.097
H 1.7444 -0.3675 -4.5182 0.110
H 0.0507 -0.6160 -6.2895 0.091
H -2.3322 -0.1602 -5.8094 0.090
H -3.0208 0.4923 -3.5122 0.097
H -4.5829 2.6677 -0.4977 0.101
H -4.9239 3.6885 1.7525 0.094
H -3.1667 3.2999 3.5206 0.085
H -1.2209 1.9267 2.9635 0.081
C -3.0452 -0.7810 5.0049 -0.214
C -2.3905 -1.9464 4.2690 -0.440
Sb -1.6316 -1.3570 2.2863 1.497
C -1.0833 -3.4287 1.8435 -0.421
C -2.1864 -4.4463 1.5824 -0.183
C -3.6612 -1.0404 1.5141 -0.412
C -4.6876 -2.1607 1.6153 -0.178
H -3.4431 -1.0921 5.9752 0.058
H -3.8713 -0.3640 4.4249 0.050
H -2.3251 0.0216 5.1796 0.055
H -3.0933 -2.7733 4.1512 0.031
H -1.5347 -2.3219 4.8347 0.039
H -0.4956 -3.7230 2.7178 0.042
H -0.4085 -3.3725 0.9934 -0.005
H -2.9334 -4.4490 2.3786 0.051
H -1.7612 -5.4525 1.5171 0.067
H -2.6809 -4.2409 0.6338 0.042
H -3.5520 -0.7053 0.4831 0.015
H -4.0001 -0.1697 2.0841 0.034
H -4.4155 -3.0114 0.9941 0.044
H -5.6666 -1.8054 1.2794 0.066
H -4.7971 -2.5081 2.6449 0.053
N -1.2265 -6.2841 -3.9048 0.128
C -1.0320 -5.3262 -3.2959 -0.203
C -0.7966 -4.1373 -2.5456 -0.242
C -1.8704 -3.3921 -2.0573 -0.036
C -1.6380 -2.2313 -1.3414 -0.111
C -0.3504 -1.7468 -1.0746 -0.222
C 0.7020 -2.5183 -1.5914 -0.151
C 0.5025 -3.6855 -2.3028 -0.035
H -2.8807 -3.7280 -2.2589 0.116
H -2.5050 -1.6723 -1.0066 0.085
H 1.7231 -2.1865 -1.4489 0.056
H 1.3419 -4.2554 -2.6830 0.114
```

The value obtained for the LUMO energy (spin up / spin down) is 0.0709 / 0.0709 hartree. For the HOMO-LUMO gap (spin up / spin down), the calculation gives 0.21086 / 0.21078 Eh. The calculated total energy is -3808.11595 Ha. As for the total charge: -1. The largest force on an atom comes out at 0.02515 hartree/bohr.

C43H43N3O2PbSSiTe as an isolated structure. Source: OMol25; level of theory: ωB97M-V/def2-TZVPD.

XYZ file:
```
95
Properties=species:S:1:pos:R:3:lowdin_charge:R:1
Pb -0.6329 0.9935 0.9606 1.037
C 2.1056 -5.6597 -1.0631 -0.055
C 1.3091 -4.4260 -0.7077 -0.265
C -0.0630 -4.4830 -0.4631 0.005
C -0.8042 -3.3576 -0.1678 -0.073
C -2.2417 -3.4952 0.2189 -0.296
O -2.7312 -2.8694 1.1330 0.100
C -3.1022 -4.4790 -0.5365 -0.146
C -2.8312 -4.8688 -1.8453 -0.039
C -3.6717 -5.7591 -2.5014 -0.081
C -4.7899 -6.2653 -1.8542 -0.090
C -5.0796 -5.8613 -0.5551 -0.077
C -4.2422 -4.9690 0.0952 -0.020
C -0.1971 -2.0566 -0.1439 -0.301
O -0.9552 -1.0283 -0.0456 -0.273
C 1.2252 -1.9978 -0.3270 -0.059
C 1.9150 -3.1931 -0.6081 0.013
C 2.0132 -0.7587 -0.2550 -0.174
N 1.5865 0.3524 0.2421 -0.043
C 2.4392 1.5520 0.2644 -0.315
C 2.4693 2.3243 -1.0584 -0.467
Te 0.6128 3.2427 -1.6316 1.255
C -0.1864 1.5815 -2.6666 -0.569
C -1.5191 1.2405 -2.4608 -0.198
C -2.0320 0.0644 -2.9908 -0.083
C -1.2165 -0.7790 -3.7325 -0.083
C 0.1007 -0.4160 -3.9835 -0.090
C 0.6138 0.7660 -3.4627 -0.153
C 3.4110 -0.8346 -0.8184 -0.206
C 3.5808 -0.9347 -2.1972 -0.040
C 4.8531 -0.9350 -2.7512 -0.067
C 5.9697 -0.8541 -1.9276 -0.082
C 5.8058 -0.7981 -0.5502 -0.068
C 4.5320 -0.7864 0.0023 -0.038
H 1.4677 -6.5433 -1.0915 0.071
H 2.9058 -5.8453 -0.3430 0.077
H 2.5720 -5.5548 -2.0455 0.076
H -0.5536 -5.4523 -0.4616 0.125
H -1.9694 -4.4602 -2.3590 0.112
H -3.4510 -6.0573 -3.5192 0.101
H -5.4363 -6.9711 -2.3624 0.100
H -5.9603 -6.2420 -0.0522 0.102
H -4.4558 -4.6341 1.1025 0.117
H 2.9898 -3.1591 -0.7413 0.122
H 3.4631 1.3060 0.5342 0.101
H 2.0575 2.2063 1.0525 0.076
H 2.7959 1.6829 -1.8757 0.031
H 3.1730 3.1526 -0.9748 0.046
H -2.1577 1.8811 -1.8605 0.077
H -3.0583 -0.2132 -2.7853 0.109
H -1.6033 -1.7169 -4.1104 0.101
H 0.7354 -1.0602 -4.5819 0.103
H 1.6397 1.0448 -3.6753 0.090
H 2.7025 -1.0298 -2.8291 0.106
H 4.9734 -1.0049 -3.8255 0.105
H 6.9639 -0.8508 -2.3565 0.102
H 6.6718 -0.7624 0.0989 0.105
H 4.4077 -0.7623 1.0803 0.128
C -1.1827 1.5999 4.6694 -0.257
Si -0.1619 0.4123 3.6080 0.442
C -0.6673 -1.3178 4.1529 -0.241
C 1.6224 0.7088 4.1732 -0.307
C 2.2765 1.9036 3.8521 -0.132
C 3.5927 2.1378 4.2268 -0.097
C 4.2926 1.1720 4.9417 -0.105
C 3.6619 -0.0170 5.2840 -0.097
C 2.3431 -0.2435 4.9010 -0.101
H -1.0563 1.3580 5.7297 0.029
H -2.2499 1.5380 4.4289 0.021
H -0.8745 2.6395 4.5180 0.002
H -0.7292 -1.3830 5.2445 0.029
H 0.0351 -2.0784 3.7966 0.025
H -1.6473 -1.5707 3.7365 0.020
H 1.7387 2.6790 3.3089 0.094
H 4.0766 3.0710 3.9622 0.099
H 5.3222 1.3463 5.2306 0.096
H 4.1980 -0.7703 5.8500 0.098
H 1.8664 -1.1789 5.1779 0.090
C -5.6851 5.1158 -1.1595 -0.006
C -4.2587 5.3956 -0.8179 -0.279
C -3.5007 6.3654 -1.3938 0.017
C -2.1404 6.4564 -1.0099 -0.315
N -1.6006 5.6748 -0.1038 0.087
C -2.3693 4.7583 0.5436 -0.849
S -1.8551 3.8176 1.8140 0.544
N -3.6745 4.6064 0.1070 0.093
C -1.2374 7.4626 -1.6533 -0.019
H -6.1061 5.9389 -1.7300 0.086
H -6.2824 4.9643 -0.2592 0.092
H -5.7509 4.2080 -1.7629 0.097
H -3.9237 7.0304 -2.1324 0.117
H -4.2066 3.8918 0.5830 0.137
H -1.8009 8.2413 -2.1648 0.077
H -0.5977 6.9563 -2.3814 0.086
H -0.5872 7.9045 -0.9005 0.088
```

The value obtained for the LUMO energy is -0.0027 hartree. For the HOMO-LUMO gap, the calculation gives 0.22596 Eh. The calculated total energy is -3127.68721 Ha. As for the total charge: 0. The largest force on an atom comes out at 0.01100 hartree/bohr.

Among the records above, which one has the lowest calculated total energy?
C43H43I2N7OSbTi

Look up the calculated total energy of the first one.
-3808.11595 Ha

total charge of number 2 (C43H43N3O2PbSSiTe)?
0

Number 2 is which compound?
C43H43N3O2PbSSiTe